This record from the OMol25 dataset describes a structure of composition C35H33IN10O5S2Tb in a non-equilibrium geometry. The level of theory is ωB97M-V/def2-TZVPD.

```
87
C35H33IN10O5S2Tb | the OMol25 dataset | ωB97M-V/def2-TZVPD
Tb 0.2684 0.1776 1.2142
C -3.5538 -6.2343 1.1746
C -3.3193 -4.7936 1.4990
C -2.0379 -4.3256 1.7761
C -1.8138 -2.9827 2.0206
C -2.8796 -2.1012 1.9993
C -4.1624 -2.5444 1.7350
C -4.3781 -3.8889 1.4914
S -2.4870 -0.3678 2.1442
O -3.5939 0.4087 2.6261
O -1.2446 -0.2766 2.9274
N -1.9723 0.0388 0.6744
C -2.6878 0.8192 -0.1897
C -4.0698 0.8115 -0.3110
C -4.7123 1.5835 -1.2799
C -3.9978 2.3755 -2.1441
C -2.5972 2.4536 -2.0294
C -1.8094 3.2825 -2.8545
C -0.4554 3.3326 -2.6602
C 0.1176 2.5819 -1.6197
N -0.5734 1.7784 -0.8332
C -1.9205 1.6901 -1.0362
H -2.7433 -6.8569 1.5435
H -3.6169 -6.3615 0.0930
H -4.4910 -6.5806 1.6022
H -1.2096 -5.0169 1.8121
H -0.8263 -2.6043 2.2563
H -4.9774 -1.8389 1.7385
H -5.3782 -4.2429 1.2931
H -4.6436 0.2044 0.3712
H -5.7897 1.5462 -1.3496
H -4.4886 2.9602 -2.9072
H -2.2980 3.8698 -3.6172
H 0.1729 3.9518 -3.2783
H 1.1818 2.6515 -1.4282
N 3.6274 1.8089 -5.4137
C 3.5759 1.6697 -4.0512
C 3.1421 0.4719 -3.4683
C 3.1030 0.3389 -2.0942
C 3.4595 1.4050 -1.2864
C 3.8457 2.6103 -1.8533
C 3.8944 2.7512 -3.2228
S 3.8588 1.1477 0.4340
O 3.9656 2.4520 1.0397
O 4.9997 0.2877 0.3991
N 2.5021 0.4045 1.0594
C 2.7290 0.0851 2.3416
N 1.6723 -0.4125 3.0518
C 1.9310 -0.8313 4.2883
C 3.1895 -0.7496 4.8593
C 4.1683 -0.1299 4.0866
N 3.9406 0.2813 2.8621
H 3.6926 0.9674 -5.9606
H 4.1710 2.5821 -5.7606
H 2.8964 -0.3648 -4.1075
H 2.8343 -0.5951 -1.6226
H 4.1360 3.4102 -1.1910
H 4.2302 3.6790 -3.6618
H 1.0840 -1.2415 4.8279
H 3.3961 -1.1202 5.8490
H 5.1719 0.0467 4.4471
C -0.1706 -3.6456 -3.6699
N 0.1501 -2.8657 -2.5031
C 0.7498 -3.4455 -1.3225
C 0.6782 -2.2739 -0.3477
O 0.9942 -2.2627 0.8323
N 0.1446 -1.2086 -0.9962
C -0.1928 -1.5983 -2.2327
N -0.7956 -0.7825 -3.0893
H 0.5914 -4.4114 -3.7993
H -0.1819 -3.0207 -4.5608
H -1.1438 -4.1313 -3.5599
H 1.7863 -3.7490 -1.4979
H 0.1874 -4.3082 -0.9561
H -1.0355 0.1429 -2.7697
H -1.1111 -1.0963 -3.9892
I 3.1857 5.2972 3.4970
C 1.3633 4.3071 3.2029
C 0.1968 4.7467 3.8106
C -0.9663 4.0399 3.5535
C -0.9204 2.9312 2.7231
N 0.2089 2.5045 2.1409
C 1.3314 3.1931 2.3761
H 0.1968 5.6120 4.4568
H -1.9009 4.3451 3.9949
H -1.8213 2.3628 2.5145
H 2.2458 2.8617 1.8859
```

E (eV): -114173.1438
⟨S²⟩: 12.039
2S+1: 7
Charge: +1
Maximum force (eV/Å): 2.05